# 1
C36H51N10OP2 | ωB97M-V/def2-TZVPD

The geometry in ORCA input format:
```
! RIJCOSX wB97M-V def2-TZVPD def2/J DEFGRID3
* xyz 1 1
N 1.06695 4.86260 -1.11005
P 1.15947 3.07723 -0.78076
O 2.43193 2.38638 -1.77126
P -0.82884 2.35721 -1.46408
H 0.09296 5.14508 -0.79775
H 0.99810 4.90205 -2.17186
H 2.98338 1.76977 -1.17481
H -1.38729 1.51851 -0.43329
H -1.68101 3.52788 -1.70411
H -0.61849 1.66093 -2.71297
N -3.44072 0.31239 1.66368
C -4.13613 -0.83828 1.92993
C -5.48059 -0.54740 1.86652
C -5.60021 0.82573 1.54489
C -4.32529 1.33124 1.42249
H -2.43260 0.39639 1.64685
H -3.61617 -1.76271 2.14271
H -6.28798 -1.24872 2.03267
H -6.51759 1.38539 1.41577
H -3.97277 2.32639 1.18634
N -4.64565 0.06752 6.49595
C -4.02709 -0.23694 5.31137
C -3.36954 -1.43631 5.47053
C -3.60471 -1.87347 6.79598
C -4.39795 -0.92740 7.40561
H -5.19907 0.89617 6.67119
H -4.10625 0.42492 4.45938
H -2.78474 -1.94235 4.71338
H -3.23573 -2.78105 7.25603
H -4.80517 -0.87650 8.40659
N 0.71206 -2.30665 -4.24876
C 0.04306 -2.54994 -3.07753
C 0.39050 -1.56785 -2.17698
C 1.29641 -0.69831 -2.83003
C 1.47483 -1.17647 -4.10888
H 0.65165 -2.87202 -5.08562
H -0.61995 -3.39968 -2.98490
H 0.02948 -1.48583 -1.16000
H 1.76737 0.18228 -2.41259
H 2.07869 -0.81095 -4.92870
N 2.96933 -5.91360 -2.11769
C 1.75898 -5.55616 -2.65231
C 0.81944 -6.46825 -2.22623
C 1.48553 -7.40538 -1.40079
C 2.81130 -7.03721 -1.34876
H 3.84232 -5.42433 -2.26646
H 1.67041 -4.68664 -3.28973
H -0.23232 -6.45891 -2.48130
H 1.04535 -8.25675 -0.89789
H 3.65376 -7.47817 -0.83284
N -2.27439 -7.41967 -0.88207
C -3.11731 -8.46340 -1.16250
C -4.41173 -8.00974 -1.04051
C -4.34716 -6.64270 -0.67957
C -3.01548 -6.30383 -0.59155
H -1.26371 -7.46537 -0.88930
H -2.72496 -9.43738 -1.42259
H -5.30589 -8.59934 -1.19598
H -5.18217 -5.97694 -0.50349
H -2.53310 -5.36703 -0.34643
N -0.59423 -3.42890 -8.25764
C -0.79456 -2.63873 -9.35948
C 0.36984 -2.63023 -10.09453
C 1.30337 -3.44886 -9.41511
C 0.68066 -3.93147 -8.28584
H -1.28007 -3.61313 -7.53701
H -1.74544 -2.15019 -9.52490
H 0.52925 -2.09346 -11.02071
H 2.32018 -3.66377 -9.71743
H 1.03510 -4.58667 -7.50134
N -2.64146 2.00648 7.77651
C -3.21067 2.23343 9.00249
C -2.40495 3.11383 9.68944
C -1.31449 3.43368 8.84574
C -1.48744 2.73831 7.66995
H -3.01497 1.39539 7.06188
H -4.13700 1.74909 9.28098
H -2.58394 3.48648 10.68965
H -0.49198 4.10007 9.07131
H -0.88900 2.70070 6.76950
N 4.38752 8.08266 -3.53979
C 3.33917 7.27070 -3.19307
C 3.71824 6.53185 -2.09461
C 5.03964 6.91603 -1.76362
C 5.42707 7.87703 -2.67044
H 4.39292 8.73256 -4.31518
H 2.41623 7.28697 -3.75711
H 3.10846 5.79656 -1.58585
H 5.64335 6.53339 -0.95085
H 6.35151 8.42970 -2.77204
N 6.05854 5.52314 1.89317
C 5.48933 5.75009 3.11915
C 6.29505 6.63050 3.80610
C 7.38551 6.95035 2.96241
C 7.21256 6.25497 1.78662
H 5.68503 4.91205 1.17855
H 4.56300 5.26576 3.39765
H 6.11606 7.00314 4.80632
H 8.20802 7.61674 3.18797
H 7.81100 6.21736 0.88616
*
```

## Properties
Frontier orbital gap = 5.00 eV

# 2
C36H52BrCuN3OP2 | ωB97M-V/def2-TZVPD

The geometry in ORCA input format:
```
! RIJCOSX wB97M-V def2-TZVPD def2/J DEFGRID3
* xyz 2 2
N -0.54594 -0.59165 6.29997
C -0.88595 -1.47525 5.35351
C -0.15781 -1.60382 4.15861
C 1.03117 -0.83773 3.96216
C 1.31469 0.12480 4.95488
C 0.50709 0.20674 6.10260
C 1.95771 -1.04495 2.86193
Cu 0.25325 0.71269 -0.41927
P 1.17709 0.75933 -2.33280
C 3.00416 -0.23793 2.52356
C 3.74975 -0.34257 1.25746
C 4.63380 0.69937 0.85778
C 5.31295 0.66805 -0.35569
C 5.00237 -0.35500 -1.25730
C 4.31332 -1.49656 -0.83531
C 3.65337 -1.46966 0.40136
Br 5.58925 -0.16733 -3.12776
H 1.73306 -1.91800 2.24055
H 3.27579 0.64780 3.11984
H -0.48048 -2.36413 3.44652
H 2.20751 0.73940 4.90648
H -1.75735 -2.11610 5.56741
H 0.73433 0.91857 6.90314
H 4.79692 1.53227 1.54486
H 3.08710 -2.34664 0.73694
H 6.03662 1.42741 -0.65520
H 4.30999 -2.36939 -1.49297
P -0.34965 2.46624 0.81926
C 1.44032 -0.97604 -2.84405
C 2.39177 -1.29636 -3.98025
H 0.42722 -1.33254 -3.08361
H 1.77491 -1.52640 -1.94899
H 2.32463 -2.37686 -4.17376
H 2.16705 -0.74862 -4.90275
H 3.43642 -1.08634 -3.70447
C 2.72491 1.68890 -2.52205
C 3.12567 2.26224 -3.87570
H 3.47040 0.94397 -2.22277
H 2.76192 2.47088 -1.74642
H 4.13893 2.66556 -3.76260
H 3.15916 1.49684 -4.65839
H 2.47317 3.07390 -4.21374
C -0.06810 1.59874 -3.35788
C -0.07543 1.26702 -4.83711
H 0.12136 2.67124 -3.19119
H -1.05081 1.37348 -2.91039
H -0.93151 1.80418 -5.26068
H 0.83284 1.60922 -5.34459
H -0.21174 0.19556 -5.02288
C -2.12000 2.89428 0.52080
C -2.48729 2.95042 -0.96077
H -2.34585 3.84450 1.02901
H -2.70504 2.11041 1.02549
H -3.44713 3.46452 -1.09446
H -1.73391 3.47720 -1.56392
H -2.60240 1.93014 -1.34624
C 0.58156 3.98808 0.33616
C 2.01065 4.03905 0.85973
H -0.00391 4.83736 0.71488
H 0.55925 4.02687 -0.76258
H 2.48707 4.94570 0.47656
H 2.04756 4.08638 1.95256
H 2.60044 3.17700 0.53088
C -0.22907 2.55774 2.65500
C -1.40194 1.95647 3.42922
H -0.09835 3.61443 2.94033
H 0.71080 2.03890 2.91706
H -1.23974 2.11213 4.50349
H -2.36342 2.42396 3.17522
H -1.45835 0.87407 3.25334
C -3.90641 -4.59820 0.16508
N -2.67958 -3.82729 0.19154
N -2.60824 -2.52335 -0.15191
C -1.32430 -2.05355 0.05501
O -1.04715 -0.83326 -0.08016
C -0.58568 -3.20888 0.48762
C -1.46606 -4.26770 0.57234
C -1.28502 -5.68394 0.99528
C -3.70757 -1.72545 -0.56043
C -4.87152 -1.68048 0.20941
C -5.92834 -0.87161 -0.22147
C -5.79192 -0.10857 -1.39327
C -4.59069 -0.11192 -2.11371
C -3.53430 -0.90718 -1.68444
H -4.65650 -4.02462 -0.37992
H -4.27021 -4.81591 1.18483
H -3.72773 -5.55638 -0.34298
H 0.47367 -3.19801 0.69763
H -1.91060 -5.96927 1.85751
H -1.55177 -6.40793 0.20777
H -0.23385 -5.84843 1.26938
H -4.94166 -2.27517 1.12080
H -6.85844 -0.85884 0.34972
H -6.63476 0.48873 -1.76026
H -4.47557 0.48586 -3.02677
H -2.58395 -0.91276 -2.21864
*
```

## Properties
Frontier orbital gap (spin up / spin down) = 7.86 / 4.31 eV